# 1
82
Properties=species:S:1:pos:R:3:mulliken_charge:R:1 method="wB97M-V/def2-TZVPD" e_homo_ev=-8.68 gap_ev=8.66
C -3.615 -0.941 -2.999 -0.652
C -4.238 -0.283 -1.644 -0.064
O -3.843 1.107 -1.633 -0.376
C -3.764 1.640 -0.293 -0.742
C -2.528 1.084 0.562 0.146
O -2.912 0.327 1.753 -0.464
C -1.799 -0.612 1.953 -0.179
C -1.708 -1.083 3.497 -0.427
O -0.821 -2.198 3.714 -0.332
C 0.568 -1.840 3.541 -0.297
P 1.423 -3.434 2.876 -0.082
C 0.447 -3.798 1.270 -0.136
C 0.748 -5.339 0.901 0.299
O 0.553 -6.226 1.764 -0.475
O 1.216 -5.763 -0.381 -0.464
H -4.485 -1.458 -3.527 0.255
H -2.758 -1.664 -2.754 0.167
H -3.241 -0.075 -3.659 0.121
H -5.382 -0.401 -1.607 0.376
H -3.825 -0.904 -0.777 0.061
H -4.785 1.505 0.207 0.269
H -3.610 2.778 -0.411 0.227
H -1.825 1.935 0.862 0.053
H -1.968 0.338 -0.119 0.308
H -2.042 -1.506 1.262 0.184
H -0.816 -0.103 1.679 0.392
H -1.530 -0.191 4.198 0.216
H -2.769 -1.461 3.757 0.256
H 1.049 -1.628 4.569 0.278
H 0.757 -0.977 2.821 0.261
H 2.807 -3.186 2.598 0.053
H -0.675 -3.602 1.396 0.123
H 0.797 -3.132 0.410 0.294
H 1.881 -5.094 -0.688 0.324
C -1.525 2.861 3.406 -0.138
O -0.356 3.349 2.761 -0.290
C -0.159 4.750 2.958 -0.910
C 1.123 4.991 3.752 -0.246
N 0.970 4.542 5.136 -0.322
C 2.228 4.522 5.886 -0.670
C 3.290 3.504 5.443 -0.498
O 2.909 2.149 5.652 -0.436
C 2.190 1.565 4.577 -0.339
H -1.641 1.808 3.148 -0.529
H -1.429 2.942 4.493 0.506
H -2.412 3.403 3.064 0.401
H -1.021 5.226 3.441 0.408
H -0.046 5.198 1.965 0.397
H 1.360 6.059 3.742 0.409
H 1.934 4.451 3.251 0.206
H 0.580 3.605 5.137 0.067
H 1.966 4.302 6.926 0.368
H 2.665 5.526 5.878 0.400
H 4.171 3.664 6.074 0.340
H 3.626 3.666 4.413 0.343
H 2.486 1.972 3.606 0.274
H 1.115 1.689 4.729 0.149
H 2.396 0.493 4.578 0.159
C 3.385 -1.569 -3.640 -0.719
O 3.106 -1.034 -4.923 -0.343
C 3.184 -2.013 -5.961 -0.776
C 1.810 -2.206 -6.602 -0.231
N 0.891 -2.865 -5.674 -0.299
C -0.500 -2.866 -6.131 -0.739
C -1.210 -1.507 -6.211 -0.571
O -1.414 -0.892 -4.943 -0.294
C -0.337 -0.079 -4.502 -0.656
H 3.376 -0.748 -2.921 0.247
H 2.618 -2.293 -3.346 0.276
H 4.372 -2.040 -3.620 0.357
H 3.591 -2.966 -5.602 0.389
H 3.872 -1.622 -6.717 0.388
H 1.914 -2.816 -7.504 0.393
H 1.435 -1.218 -6.892 0.196
H 0.934 -2.394 -4.777 0.062
H -1.058 -3.495 -5.430 0.371
H -0.556 -3.360 -7.107 0.416
H -2.212 -1.690 -6.614 0.374
H -0.727 -0.817 -6.911 0.333
H 0.196 0.394 -5.330 0.341
H 0.354 -0.665 -3.891 0.176
H -0.748 0.706 -3.863 0.286

---

# 2
102
Properties=species:S:1:pos:R:3:mulliken_charge:R:1 method="wB97M-V/def2-TZVPD" total_charge=+1 e_homo_ev=-10.88 gap_ev=7.32
C -0.841 6.161 -1.286 -0.013
C -0.036 5.096 -1.735 -0.442
C 0.913 3.769 -1.996 -0.341
C 1.667 3.267 -0.605 -0.735
C 1.751 1.600 -0.494 -0.165
N 1.616 1.039 0.904 1.324
C 0.304 1.430 1.586 0.683
C -0.987 1.717 0.643 -0.081
O -1.332 3.024 0.459 -0.454
Br -2.220 0.419 -0.237 0.050
C 2.735 1.760 1.688 -1.685
C 3.082 1.154 3.160 0.552
B 2.685 2.310 4.323 1.049
C 1.724 1.886 5.631 -0.789
O 3.164 3.703 4.300 -0.693
C 4.724 0.957 3.427 0.034
F 5.242 -0.359 3.008 -0.378
C 5.628 2.208 2.874 -0.508
C 6.576 1.788 1.584 -0.792
O 2.306 -0.005 3.586 -0.292
C 2.131 -1.019 2.549 -0.355
C 0.961 -2.011 3.159 0.168
C -0.376 -1.609 3.978 -0.044
C -1.366 -2.754 4.507 -0.353
N -1.302 -4.240 4.436 -0.441
C -0.036 -4.563 3.721 -0.280
C 1.091 -3.636 3.060 -0.376
C 1.903 -0.469 1.014 0.043
Br 3.692 -0.996 0.158 0.051
C 0.848 -1.472 0.302 -0.591
C 0.718 -1.471 -1.325 0.605
C -0.023 -2.920 -1.721 -0.530
C -0.362 -3.003 -3.340 -0.414
C -1.490 -1.928 -3.848 -0.358
O -2.825 -2.503 -4.106 -0.451
C -3.709 -2.390 -2.934 0.298
C -4.888 -1.253 -3.066 -0.749
H -1.546 7.007 -0.865 0.257
H 1.759 4.125 -2.752 0.384
H 0.329 2.914 -2.543 0.271
H 1.171 3.763 0.332 0.308
H 2.766 3.731 -0.670 0.429
H 2.798 1.408 -1.017 0.569
H 0.946 1.251 -1.267 -0.376
H -0.078 0.603 2.360 -0.387
H 0.417 2.400 2.277 0.430
H 3.665 1.817 0.941 -0.023
H 2.484 2.899 1.914 0.579
H 0.708 1.406 5.232 0.059
H 2.249 1.011 6.248 0.238
H 1.521 2.788 6.353 0.358
H 3.145 4.085 5.246 0.313
H 4.823 0.987 4.617 0.293
H 6.314 2.606 3.766 0.361
H 5.001 3.152 2.529 0.218
H 7.112 2.766 1.215 0.339
H 7.324 0.964 1.980 0.279
H 5.864 1.396 0.734 0.114
H 3.107 -1.707 2.644 0.454
H -0.612 -0.471 4.179 0.025
H -2.345 -2.353 5.066 0.291
H 0.164 -5.740 3.631 0.293
H 2.020 -4.120 2.517 0.311
H -0.242 -1.483 0.731 0.047
H 1.268 -2.577 0.502 0.257
H 1.716 -1.469 -1.928 0.251
H 0.027 -0.649 -1.785 -0.588
H 0.596 -3.845 -1.346 0.379
H -1.060 -2.894 -1.172 -0.011
H 0.649 -2.784 -3.929 0.315
H -0.794 -4.077 -3.544 0.179
H -1.627 -0.987 -3.165 0.223
H -1.108 -1.512 -4.900 0.307
H -4.154 -3.479 -2.729 0.349
H -3.071 -2.127 -1.987 -0.323
H -5.158 -0.914 -1.960 0.238
H -4.492 -0.310 -3.653 0.111
H -5.859 -1.706 -3.587 0.273
C -4.768 7.616 1.057 -0.720
C -3.689 8.082 0.171 0.440
N -2.836 8.450 -0.529 -0.503
H -4.500 6.684 1.566 0.241
H -5.001 8.352 1.833 0.275
H -5.694 7.427 0.502 0.267
C -4.331 0.752 -6.932 -0.938
C -3.209 0.644 -5.984 0.457
N -2.322 0.558 -5.236 -0.393
H -4.030 1.251 -7.859 0.344
H -4.724 -0.232 -7.207 0.269
H -5.162 1.327 -6.510 0.283
C -3.814 -4.140 1.978 -0.546
C -4.485 -3.690 0.747 0.359
N -5.015 -3.333 -0.225 -0.398
H -2.727 -4.027 1.911 0.001
H -4.145 -3.569 2.852 0.249
H -4.017 -5.196 2.186 0.339
C 0.451 -6.704 -5.781 -0.923
C 0.604 -6.345 -4.362 0.476
N 0.724 -6.062 -3.240 -0.396
H -0.593 -6.917 -6.035 0.277
H 0.785 -5.896 -6.441 0.273
H 1.034 -7.594 -6.039 0.329

---

# 3
19
Properties=species:S:1:pos:R:3:nbo_charge:R:1 method="wB97M-V/def2-TZVPD" e_homo_ev="-8.77 / -8.77" e_above_lowest_kj_mol=346.57 gap_ev="7.37 / 7.37"
C 1.139 1.378 1.018 0.174
C -1.478 0.149 -0.957 -0.381
C -0.418 1.245 -1.206 -0.417
C -1.116 0.227 0.584 -0.262
C 0.202 0.833 0.191 0.005
C -1.001 -1.163 1.159 -0.594
C 2.174 -0.917 -0.318 0.971
N 1.861 2.030 1.632 -0.279
F 2.998 -0.093 -0.999 -0.329
F 2.688 -1.384 0.813 -0.302
F 1.751 -1.836 -1.233 -0.337
H -2.394 0.601 -1.209 0.205
H -1.212 -0.715 -1.400 0.209
H 0.401 1.073 -1.975 0.239
H -1.035 2.107 -1.171 0.227
H -1.626 0.922 1.183 0.230
H -0.335 -1.113 2.001 0.215
H -0.649 -1.801 0.359 0.212
H -1.950 -1.543 1.527 0.215